{
  "formula": "C31H20BrF5N4O3RuSTe",
  "method": "the ωB97M-V functional and the def2-TZVPD basis",
  "elements": ["Ru", "C", "C", "C", "C", "C", "C", "N", "N", "C", "C", "C", "C", "C", "C", "H", "H", "H", "H", "H", "H", "H", "H", "H", "Br", "C", "C", "C", "C", "C", "N", "C", "O", "O", "H", "H", "H", "S", "C", "C", "C", "C", "C", "C", "N", "C", "C", "C", "C", "C", "C", "C", "H", "H", "H", "H", "H", "H", "H", "H", "F", "Te", "F", "F", "F", "F", "O"],
  "positions_angstrom": [[0.35155, -0.57334, -0.24443], [1.37905, -0.12389, 5.41455], [1.53066, 1.15651, 4.89575], [1.52851, 1.35709, 3.52594], [1.36234, 0.26858, 2.68357], [1.20935, -1.01402, 3.18167], [1.22365, -1.20307, 4.55770], [1.42383, 0.43197, 1.25060], [2.18984, 1.34192, 0.87997], [2.54170, 1.28577, -0.48725], [3.49555, 2.20112, -0.92260], [4.07884, 1.99389, -2.15896], [3.73678, 0.86042, -2.89034], [2.76534, -0.03135, -2.44222], [2.09264, 0.18866, -1.23838], [1.38297, -0.27760, 6.48661], [1.63961, 2.00501, 5.55937], [1.64296, 2.34489, 3.10238], [1.10176, -1.84853, 2.50400], [1.11401, -2.20561, 4.95086], [3.78803, 3.02680, -0.28491], [4.82589, 2.68247, -2.53341], [4.24144, 0.66950, -3.83245], [2.54363, -0.92056, -3.01626], [-1.82813, 2.21387, 4.24347], [-1.74104, 3.13678, 2.57006], [-2.18706, 4.45008, 2.56076], [-2.14887, 5.11391, 1.34799], [-1.69174, 4.44112, 0.22880], [-1.27028, 3.12298, 0.36019], [-1.28434, 2.47930, 1.53271], [-0.81618, 2.40723, -0.91502], [-0.94490, 3.02683, -1.96424], [-0.37156, 1.22304, -0.81889], [-2.54753, 4.91525, 3.46597], [-2.48415, 6.14135, 1.27851], [-1.65297, 4.89217, -0.75067], [-2.93136, -2.69595, -2.52964], [-1.87842, -2.06270, -3.75365], [-1.97346, -2.20887, -5.13367], [-1.06827, -1.52566, -5.92113], [-0.10848, -0.69062, -5.33876], [-0.01006, -0.55842, -3.96913], [-0.87821, -1.28776, -3.16589], [-0.93254, -1.27078, -1.77363], [-1.98479, -1.90631, -1.32602], [-2.33641, -1.80619, 0.07872], [-3.47876, -2.39793, 0.61485], [-3.78881, -2.17443, 1.94333], [-2.95673, -1.35822, 2.70355], [-1.81042, -0.79361, 2.15488], [-1.45505, -1.01013, 0.82412], [-2.74507, -2.82625, -5.57499], [-1.11861, -1.61927, -6.99843], [0.56315, -0.12672, -5.97331], [0.69454, 0.11708, -3.51343], [-4.11972, -3.02399, 0.00152], [-4.67241, -2.62113, 2.38195], [-3.20523, -1.15664, 3.74045], [-1.20170, -0.16189, 2.78454], [-0.32553, -4.31283, -0.87597], [1.54669, -3.86773, -0.54873], [2.09317, -4.37254, 1.25295], [3.30097, -3.18575, -0.63981], [2.19197, -5.21235, -1.69520], [1.36290, -2.88988, -2.17599], [1.00547, -2.17305, 0.34512]],
  "lowdin_spin": [0.73, 0.00, 0.00, 0.00, 0.00, 0.00, 0.00, 0.00, -0.01, 0.00, 0.00, 0.01, 0.00, 0.01, 0.00, 0.00, 0.00, 0.00, 0.00, 0.00, 0.00, 0.00, 0.00, 0.00, 0.00, 0.00, 0.00, 0.00, 0.00, 0.00, 0.00, 0.00, 0.01, 0.02, 0.00, 0.00, 0.00, 0.00, 0.00, 0.00, 0.00, 0.00, 0.00, 0.00, 0.00, 0.00, 0.01, 0.00, 0.01, 0.00, 0.01, 0.00, 0.00, 0.00, 0.00, 0.00, 0.00, 0.00, 0.00, 0.00, 0.02, 0.02, 0.03, 0.02, 0.01, 0.01, 0.10],
  "e_lumo_ha": [0.005, 0.012],
  "homo_energy_ha": [-0.1886, -0.1871],
  "relative_energy_kcal_mol": 69.2,
  "fmax_ev_per_a": 4.5,
  "multiplicity": 2,
  "charge": -1,
  "gap_ev": [5.28, 5.42]
}